Entry 1:
C5H6O2 | wB97M-V/def2-TZVPD

Charge ... 0
Calculated total energy ... -9372.8855 eV
Maximum force ... 0.068 hartree/bohr

Structure (XYZ):
```
13
C5H6O2, DFT wB97M-V/def2-TZVPD
O 2.001 -1.021 0.472
C 0.582 -0.503 0.613
C 0.309 0.922 0.002
O 0.488 0.297 -1.294
C -0.255 -0.793 -0.682
C -1.607 -0.119 -0.410
C -1.218 1.065 0.067
H 2.584 -0.310 0.770
H 0.763 -0.948 1.584
H 0.949 1.783 0.197
H -0.197 -1.744 -1.206
H -2.600 -0.534 -0.548
H -1.800 1.905 0.434
```



Entry 2:
C47H37NO6OsP2S2 | wB97M-V/def2-TZVPD

Charge ... +2
Calculated total energy ... -105810.1442 eV
Maximum force ... 0.071 hartree/bohr
Spin multiplicity ... 5

Structure (XYZ):
```
96
C47H37NO6OsP2S2, DFT wB97M-V/def2-TZVPD
Os 13.208 14.029 11.400
O 11.198 15.393 13.502
S 12.647 14.992 13.313
C 12.883 13.871 14.666
C 12.729 14.312 16.016
C 12.596 13.373 17.095
C 12.671 12.050 16.778
C 12.826 11.654 15.460
C 12.984 12.543 14.398
P 13.718 12.215 12.771
C 15.421 11.764 13.053
C 16.212 11.458 11.888
C 17.422 10.736 12.031
C 17.804 10.352 13.311
C 17.171 10.812 14.455
C 15.962 11.522 14.323
C 13.008 10.587 12.192
C 11.713 10.731 11.687
C 11.143 9.638 11.020
C 11.797 8.388 10.985
C 13.029 8.213 11.627
C 13.697 9.373 12.173
C 13.716 16.346 13.683
C 14.978 16.067 14.063
C 15.731 17.055 14.730
C 15.273 18.378 14.740
C 14.078 18.713 14.079
C 13.173 17.663 13.670
P 11.402 17.928 13.343
C 10.604 17.883 14.948
C 9.242 18.043 15.086
C 8.605 17.748 16.293
C 9.358 17.293 17.373
C 10.767 17.239 17.260
C 11.367 17.567 16.051
C 11.176 19.687 13.080
C 11.260 20.656 14.095
C 11.286 22.047 13.791
C 10.960 22.493 12.524
C 10.713 21.545 11.553
C 10.784 20.196 11.817
H 12.789 15.394 16.238
H 12.473 13.712 18.110
H 12.438 11.244 17.524
H 13.047 10.598 15.296
H 15.808 11.775 10.923
H 18.031 10.527 11.203
H 18.698 9.725 13.519
H 17.622 10.545 15.450
H 15.463 11.853 15.247
H 11.073 11.598 11.871
H 10.161 9.826 10.578
H 11.310 7.531 10.482
H 13.494 7.291 11.733
H 14.763 9.229 12.387
H 15.397 15.073 13.940
H 16.729 16.802 15.127
H 15.979 19.183 14.940
H 13.759 19.673 13.802
H 8.609 18.334 14.255
H 7.556 17.957 16.368
H 8.969 16.881 18.276
H 11.359 16.908 18.087
H 12.469 17.575 16.041
H 11.295 20.350 15.169
H 11.470 22.753 14.595
H 10.870 23.559 12.319
H 10.472 21.846 10.555
H 10.393 19.516 11.036
O 14.692 12.465 7.852
C 14.142 13.088 8.754
O 14.658 13.443 9.901
C 12.714 13.316 8.562
C 12.286 13.100 7.246
C 10.927 13.204 7.118
C 10.084 13.465 8.228
C 8.692 13.692 7.982
C 7.803 13.963 9.022
C 8.384 14.028 10.316
C 9.729 13.818 10.564
C 10.654 13.695 9.481
N 12.032 13.735 9.627
H 13.040 12.941 6.478
H 10.458 13.123 6.161
H 8.416 13.580 6.948
H 6.730 14.091 8.927
H 7.777 14.179 11.215
H 10.091 14.242 12.441
C 14.636 18.122 10.356
S 14.953 16.294 10.219
O 13.403 15.927 10.472
O 15.324 16.013 8.842
O 10.047 13.457 11.855
H 15.437 18.740 9.885
H 14.592 18.385 11.442
H 13.668 18.225 9.735
```



Entry 3:
C21H14Cl2F6N3O6S3Sr | wB97M-V/def2-TZVPD

Charge ... -1
Calculated total energy ... -113452.0735 eV
Maximum force ... 0.218 hartree/bohr

Structure (XYZ):
```
56
C21H14Cl2F6N3O6S3Sr, DFT wB97M-V/def2-TZVPD
Sr 0.630 0.753 -1.420
F 1.981 -0.391 -6.039
C 1.233 -1.178 -5.259
F 2.014 -2.218 -4.912
F 0.242 -1.672 -6.022
S 0.571 -0.410 -3.681
O 0.090 -1.558 -2.994
O -0.364 0.604 -4.060
N 1.855 0.223 -3.082
S 1.797 1.753 -3.432
O 0.889 2.481 -2.610
O 1.899 2.078 -4.810
C 3.475 2.195 -2.752
F 4.417 1.574 -3.479
F 3.702 1.864 -1.475
F 3.699 3.509 -2.867
S 0.570 1.886 1.153
C 1.107 3.539 0.964
C 0.812 4.488 1.957
C 1.265 5.780 1.806
C 1.994 6.106 0.665
C 2.229 5.103 -0.260
N 1.813 3.854 -0.116
H 0.227 4.170 2.801
H 1.045 6.533 2.552
H 2.354 7.110 0.501
H 2.772 5.308 -1.173
Cl -0.286 -0.778 2.469
C -1.987 -0.616 2.217
C -2.475 0.653 1.944
C -3.838 0.886 1.939
C -4.718 -0.145 2.225
C -4.219 -1.416 2.413
Cl -5.323 -2.707 2.786
C -2.849 -1.719 2.352
N -2.449 -3.028 2.463
C -1.180 -3.554 2.194
C -0.564 -4.322 3.179
C 0.699 -4.842 2.980
C 1.354 -4.623 1.778
C 0.713 -3.927 0.769
C -0.557 -3.393 0.948
C -1.185 -2.641 -0.187
C -0.502 -1.277 -0.426
O 0.731 -1.178 -0.304
O -1.235 -0.300 -0.702
H -1.765 1.456 1.774
H -4.211 1.877 1.743
H -5.780 0.034 2.302
H -3.059 -3.610 3.020
H -1.078 -4.479 4.117
H 1.181 -5.406 3.765
H 2.359 -4.997 1.627
H 1.197 -3.775 -0.185
H -2.249 -2.468 -0.033
H -1.041 -3.187 -1.122
```



Entry 4:
C28H35HfN2S | wB97M-V/def2-TZVPD

Charge ... +1
Calculated total energy ... -44717.0151 eV
Maximum force ... 0.124 hartree/bohr

Structure (XYZ):
```
67
C28H35HfN2S, DFT wB97M-V/def2-TZVPD
C 1.381 -1.649 0.584
C 1.936 -1.072 -0.598
C 0.980 -1.202 -1.657
C -0.136 -1.931 -1.154
C 0.104 -2.202 0.237
Hf -0.073 0.268 0.027
C -2.659 1.615 -1.619
C -2.340 1.181 -0.303
H -2.490 1.906 0.479
C -2.297 -0.237 0.060
H -2.698 -0.940 -0.697
H -2.809 -0.429 1.035
C -2.955 3.036 -1.829
H -2.489 3.789 -1.191
H -2.804 3.418 -2.841
H -4.021 3.055 -1.608
C -2.571 0.746 -2.745
H -1.838 -0.061 -2.841
H -3.550 0.249 -2.701
H -2.544 1.215 -3.730
C 3.334 -0.582 -0.729
H 3.669 -0.035 0.163
H 4.019 -1.431 -0.867
H 3.470 0.083 -1.589
C 1.217 -0.848 -3.090
H 1.708 0.124 -3.185
H 1.865 -1.599 -3.569
H 0.282 -0.778 -3.660
C -1.152 -2.618 -2.009
H -1.281 -2.126 -2.982
H -0.822 -3.652 -2.211
H -2.134 -2.680 -1.526
C -0.612 -3.227 1.050
H -1.617 -3.440 0.661
H -0.049 -4.176 1.054
H -0.721 -2.923 2.100
C 2.134 -1.900 1.848
H 1.477 -1.963 2.725
H 2.687 -2.852 1.777
H 2.870 -1.108 2.049
C 0.885 1.592 -1.326
C 0.008 2.658 -1.971
C 2.155 2.118 -1.653
C -0.034 2.573 -3.371
H -0.903 3.233 -1.585
C 2.301 2.655 -2.915
H 2.915 2.201 -0.849
C 1.286 2.719 -3.895
H -0.962 2.778 -3.978
H 3.269 2.976 -3.221
H 1.388 3.051 -4.923
N -1.262 -0.923 3.175
C -0.425 0.120 3.297
N 0.137 0.771 2.244
C 0.876 1.893 2.724
C 1.543 2.826 1.931
C 2.143 3.932 2.549
C 2.006 4.127 3.926
C 1.333 3.185 4.717
C 0.803 2.054 4.109
S -0.064 0.726 4.882
H -1.672 -1.183 2.300
H -1.697 -1.295 4.031
H 1.577 2.682 0.848
H 2.714 4.644 1.953
H 2.425 5.016 4.392
H 1.200 3.310 5.785
```



Entry 5:
CH2N2O6S2 | wB97M-V/def2-TZVPD

Charge ... -2
Calculated total energy ... -38003.5363 eV
Maximum force ... 0.059 hartree/bohr

Structure (XYZ):
```
13
CH2N2O6S2, DFT wB97M-V/def2-TZVPD
C 0.897 0.272 0.276
N 2.968 -0.404 -0.386
N 1.914 0.373 -0.520
O -1.324 -1.170 1.527
O -0.792 2.008 1.288
O -0.788 -1.832 -0.770
O -3.081 -1.545 -0.087
O -1.720 0.426 -0.353
O -0.271 2.257 -1.058
S -1.691 -1.150 0.126
S -0.439 1.324 0.050
H 0.710 -0.454 1.050
H 3.618 -0.106 -1.142
```



Entry 6:
C20H13BrF6N2O6PS4V | wB97M-V/def2-TZVPD

Charge ... 0
Calculated total energy ... -200879.6973 eV
Maximum force ... 0.027 hartree/bohr
Spin multiplicity ... 3

Structure (XYZ):
```
54
C20H13BrF6N2O6PS4V, DFT wB97M-V/def2-TZVPD
V 0.621 0.521 -0.829
Br 4.294 -1.113 -0.481
C 4.194 0.791 -0.663
C 5.397 1.450 -0.811
C 5.337 2.814 -1.057
C 4.099 3.416 -1.172
C 2.960 2.644 -1.014
N 2.993 1.338 -0.734
C 1.578 3.259 -1.207
O 1.453 4.445 -1.370
O 0.648 2.360 -1.171
H 6.335 0.918 -0.753
H 6.247 3.385 -1.187
H 3.978 4.467 -1.395
S -0.012 1.002 1.559
P -1.830 0.693 0.785
S -1.660 0.098 -1.161
C -2.734 -0.559 1.718
C -2.962 -0.322 3.074
C -3.658 -1.247 3.831
C -4.131 -2.414 3.239
C -3.904 -2.652 1.894
C -3.205 -1.725 1.130
C -2.866 2.164 0.853
C -2.473 3.270 1.596
C -3.306 4.378 1.681
C -4.525 4.380 1.023
C -4.917 3.276 0.274
C -4.092 2.169 0.188
H -2.589 0.583 3.541
H -3.831 -1.063 4.883
H -4.673 -3.138 3.833
H -4.265 -3.562 1.435
H -3.015 -1.917 0.082
H -1.510 3.269 2.090
H -2.995 5.242 2.254
H -5.172 5.245 1.087
H -5.866 3.282 -0.246
H -4.396 1.313 -0.403
F -0.043 -2.169 -3.577
C 0.643 -2.852 -2.688
F -0.153 -3.281 -1.744
F 1.282 -3.819 -3.289
S 1.859 -1.572 -1.826
O 1.413 -1.253 -0.406
O 1.333 -0.353 -2.573
N 3.454 -1.427 -2.114
S 3.644 -4.100 -0.507
O 2.284 -3.606 -0.984
O 3.599 -4.702 0.829
C 3.752 -5.560 -1.655
F 4.832 -6.293 -1.367
F 3.873 -5.133 -2.920
F 2.679 -6.341 -1.577
```



Entry 7:
C2H3ClN2 | wB97M-V/def2-TZVPD

Charge ... 0
Calculated total energy ... -17619.3029 eV
Maximum force ... 0.049 hartree/bohr

Structure (XYZ):
```
8
C2H3ClN2, DFT wB97M-V/def2-TZVPD
C -2.099 -0.201 0.435
C 2.612 -0.626 -0.360
N -1.118 0.427 -0.132
N -0.267 1.065 -0.556
Cl 3.642 0.533 0.297
H -2.369 0.082 1.379
H -2.537 -1.113 0.140
H 2.137 -0.167 -1.204
```



Entry 8:
C4H10N5O4 | wB97M-V/def2-TZVPD

Charge ... -1
Calculated total energy ... -19942.9876 eV
Maximum force ... 0.100 hartree/bohr

Structure (XYZ):
```
23
C4H10N5O4, DFT wB97M-V/def2-TZVPD
C 0.817 0.144 2.796
C -1.514 -0.245 -1.914
C 1.830 -1.012 2.620
C 0.373 0.730 1.487
N -1.018 0.119 -3.163
N 0.049 0.008 0.473
N -1.760 0.850 -3.969
N -0.490 0.805 -0.692
N 1.575 -2.104 1.705
O -2.967 1.055 -3.749
O 0.659 0.899 -1.436
O -1.237 1.237 -5.022
O -1.152 1.856 -0.364
H 1.229 0.928 3.483
H -0.167 -0.114 3.148
H -1.152 -1.145 -1.396
H -2.572 0.220 -1.682
H 1.935 -1.476 3.543
H 2.776 -0.542 2.233
H 0.016 1.830 1.415
H 0.452 0.444 -2.265
H 1.442 -1.894 0.691
H 0.876 -2.594 2.058
```



Entry 9:
C14H16B2F4N9O2Ta | wB97M-V/def2-TZVPD

Charge ... +3
Calculated total energy ... -46039.8346 eV
Maximum force ... 0.025 hartree/bohr
Spin multiplicity ... 2

Structure (XYZ):
```
48
C14H16B2F4N9O2Ta, DFT wB97M-V/def2-TZVPD
Ta 0.292 0.448 0.117
C 1.374 4.115 2.194
C 1.621 3.098 1.298
N 0.678 2.133 1.413
N -0.178 2.532 2.402
C 0.224 3.727 2.859
B -1.434 1.668 2.657
N -2.304 1.651 1.366
C -3.528 2.086 1.027
C -3.817 1.712 -0.275
C -2.703 1.035 -0.708
N -1.768 1.006 0.270
N -0.984 0.207 2.920
C -1.345 -0.666 3.875
C -0.784 -1.900 3.611
C -0.087 -1.721 2.434
N -0.192 -0.445 2.017
N -2.153 2.191 3.943
C -1.615 2.376 5.103
C -2.671 2.826 6.008
C -3.832 2.850 5.175
N -3.565 2.482 3.960
H 1.939 5.020 2.337
H 2.410 3.005 0.570
H -0.333 4.265 3.609
H -4.145 2.607 1.736
H -4.729 1.894 -0.819
H -2.522 0.545 -1.652
H -2.007 -0.383 4.678
H -0.890 -2.806 4.182
H 0.453 -2.451 1.855
H -0.567 2.207 5.313
H -2.578 3.049 7.062
H -4.839 3.134 5.449
N 2.308 -0.947 0.483
C 2.337 -2.012 -0.572
C 1.084 -1.970 -1.412
O 0.866 -2.397 -2.471
O 0.098 -1.194 -0.685
H 3.107 -0.330 0.353
H 2.425 -1.366 1.401
H 2.424 -3.003 -0.126
H 3.187 -1.883 -1.241
F -0.223 2.711 -1.566
B -0.028 2.075 -2.730
F -0.191 0.744 -2.606
F 0.288 2.662 -3.824
F 1.730 1.140 -0.835
```



Entry 10:
C15H25N3O4PtSe2 | wB97M-V/def2-TZVPD

Charge ... +2
Calculated total energy ... -162544.6840 eV
Maximum force ... 0.011 hartree/bohr
Spin multiplicity ... 5

Structure (XYZ):
```
50
C15H25N3O4PtSe2, DFT wB97M-V/def2-TZVPD
Pt -0.622 -0.683 -0.108
O 4.397 1.246 2.782
C 3.481 2.000 2.024
C 2.718 1.020 1.103
C 3.726 0.360 0.177
O 2.987 -0.517 -0.679
C 1.730 1.884 0.313
Se 0.805 1.040 -1.169
C 2.031 0.007 2.018
Se 1.287 -1.578 1.181
H 4.928 1.827 3.337
H 3.989 2.742 1.397
H 2.764 2.531 2.663
H 4.469 -0.189 0.755
H 4.236 1.130 -0.410
H 3.584 -0.966 -1.289
H 2.241 2.738 -0.133
H 0.929 2.258 0.955
H 1.175 0.459 2.525
H 2.737 -0.361 2.761
C -3.746 2.259 3.299
N -2.454 1.657 2.944
C -1.359 1.697 3.915
C -2.268 1.034 1.799
C -3.391 0.938 0.819
O -1.124 0.531 1.561
H -3.591 2.911 4.152
H -4.471 1.492 3.569
H -4.130 2.858 2.478
H -1.724 2.169 4.821
H -0.524 2.277 3.523
H -1.020 0.689 4.148
H -4.288 0.540 1.292
H -3.116 0.289 -0.014
H -3.637 1.924 0.420
N -1.018 -2.285 -6.521
C -0.568 -1.645 -5.427
O -0.036 -0.555 -5.441
C -0.754 -2.343 -4.097
C -0.931 -3.701 -3.897
C -1.020 -4.187 -2.598
C -0.926 -3.305 -1.546
N -0.746 -1.982 -1.735
C -0.661 -1.522 -2.988
H -0.909 -1.830 -7.414
H -1.568 -3.124 -6.479
H -0.974 -4.391 -4.729
H -1.153 -5.240 -2.401
H -0.990 -3.643 -0.520
H -0.499 -0.463 -3.139
```



Entry 11:
C7H12O | wB97M-V/def2-TZVPD

Charge ... 0
Structure (SMILES) ... C=CC(=C)C(=C)C.O
Calculated total energy ... -9498.4363 eV
Maximum force ... 0.044 hartree/bohr

Structure (XYZ):
```
20
C7H12O, DFT wB97M-V/def2-TZVPD
C 1.242 1.919 1.521
C 0.984 0.650 1.226
C 0.922 0.070 -0.141
C 0.864 0.880 -1.198
C 0.856 -1.384 -0.293
C -0.179 -2.194 -0.111
C 2.211 -1.998 -0.712
H 1.360 2.274 2.544
H 1.230 2.847 0.955
H 1.029 -0.096 2.014
H 0.738 1.954 -1.287
H 0.674 0.499 -2.202
H -1.156 -1.785 0.127
H -0.159 -3.256 -0.306
H 2.259 -2.375 -1.729
H 2.340 -2.889 -0.084
H 3.013 -1.333 -0.401
O -5.900 2.260 0.270
H -6.326 2.633 -0.487
H -6.003 1.325 0.294
```



Among the records above, which one has the highest maximum force?
C21H14Cl2F6N3O6S3Sr